C60H144N8O9 | the ωB97M-V functional and the def2-TZVPD basis

- Kohn-Sham gap (eV) = 8.4
- structure (SMILES) = CCOC(=O)OC.CCOC(=O)OC.CCOC(=O)OC.CCN(CC)CC.CCN(CC)CC.CCN(CC)CC.CCN(CC)CC.CCN(CC)CC.CCN(CC)CC.CCN(CC)CC.CCN(CC)CC
- strongest force on any atom (Eh/bohr) = 0.0759

ORCA input file:
```
! RIJCOSX wB97M-V def2-TZVPD def2/J DEFGRID3
* xyz 0 1
C 2.925 -8.090 -1.777
C 1.655 -7.331 -1.509
O 1.602 -6.298 -2.530
C 0.548 -5.489 -2.484
O -0.202 -5.276 -1.524
O 0.392 -4.988 -3.710
C -0.747 -4.083 -3.895
H 3.128 -8.902 -1.062
H 3.758 -7.413 -1.707
H 2.859 -8.605 -2.734
H 1.581 -6.814 -0.581
H 0.821 -8.026 -1.611
H -1.636 -4.746 -4.018
H -0.523 -3.534 -4.766
H -0.796 -3.479 -2.982
C -3.718 -0.865 -3.973
C -4.965 -1.462 -3.403
O -4.788 -2.232 -2.142
C -4.317 -3.447 -2.421
O -4.311 -3.956 -3.527
O -3.858 -4.058 -1.314
C -3.523 -5.498 -1.573
H -3.201 -0.276 -3.185
H -4.123 -0.159 -4.710
H -3.046 -1.637 -4.411
H -5.358 -2.146 -4.114
H -5.698 -0.717 -3.093
H -3.427 -5.598 -2.629
H -4.338 -6.146 -1.274
H -2.608 -5.639 -0.995
C 1.480 -4.448 1.335
C 2.560 -5.406 1.797
O 3.351 -5.088 2.981
C 2.673 -5.236 4.154
O 1.553 -5.638 4.291
O 3.531 -4.860 5.105
C 3.117 -4.769 6.470
H 1.800 -3.395 1.278
H 0.627 -4.471 2.023
H 1.110 -4.748 0.349
H 3.372 -5.454 1.040
H 2.119 -6.389 1.962
H 2.441 -5.591 6.635
H 2.630 -3.794 6.717
H 4.066 -4.824 6.989
C 0.253 5.783 -1.404
C 0.598 5.960 0.039
N 2.049 5.912 0.321
C 2.365 6.416 1.658
C 2.230 7.906 1.827
C 2.499 4.504 0.282
C 3.980 4.266 0.088
H -0.837 5.843 -1.357
H 0.506 4.801 -1.772
H 0.629 6.588 -2.053
H 0.277 6.938 0.437
H 0.069 5.144 0.585
H 1.728 5.861 2.422
H 3.422 6.081 1.858
H 2.416 8.254 2.877
H 2.860 8.467 1.131
H 1.176 8.160 1.635
H 2.030 4.101 -0.626
H 2.168 3.897 1.140
H 4.042 3.208 -0.187
H 4.585 4.412 0.972
H 4.405 4.891 -0.683
C -1.944 1.073 2.798
C -2.186 2.475 3.430
N -1.434 2.766 4.687
C 0.006 2.410 4.639
C 0.901 3.169 3.627
C -2.024 2.116 5.846
C -3.286 2.885 6.314
H -2.227 0.292 3.533
H -0.904 0.988 2.440
H -2.679 0.934 1.997
H -1.889 3.299 2.734
H -3.263 2.621 3.684
H 0.387 2.778 5.563
H 0.182 1.338 4.663
H 0.541 2.974 2.580
H 0.701 4.184 3.890
H 1.923 2.986 3.666
H -1.258 2.109 6.620
H -2.301 1.000 5.660
H -3.629 2.424 7.251
H -4.116 2.869 5.608
H -3.009 3.945 6.531
C 2.794 5.907 -7.072
C 3.207 5.175 -5.834
N 2.985 5.865 -4.617
C 3.587 7.180 -4.568
C 3.117 8.055 -3.422
C 3.333 5.060 -3.423
C 2.701 3.719 -3.261
H 1.828 6.343 -6.824
H 2.561 5.167 -7.843
H 3.433 6.710 -7.469
H 2.698 4.167 -5.799
H 4.318 4.948 -5.888
H 4.704 7.118 -4.493
H 3.449 7.738 -5.516
H 2.119 8.462 -3.549
H 3.283 7.641 -2.448
H 3.714 8.954 -3.456
H 3.215 5.700 -2.543
H 4.405 4.752 -3.496
H 2.982 2.932 -3.976
H 1.601 3.794 -3.236
H 3.052 3.402 -2.292
C -1.896 -5.927 1.918
C -2.970 -5.337 2.869
N -2.589 -4.174 3.610
C -1.649 -4.422 4.645
C -1.895 -3.539 5.874
C -2.345 -2.996 2.769
C -3.539 -2.385 2.133
H -2.378 -6.794 1.412
H -1.084 -6.251 2.561
H -1.501 -5.243 1.194
H -3.872 -5.203 2.203
H -3.444 -6.097 3.515
H -0.691 -4.214 4.208
H -1.621 -5.444 4.905
H -1.008 -3.623 6.554
H -2.750 -3.860 6.475
H -2.013 -2.448 5.736
H -1.858 -2.299 3.439
H -1.555 -3.187 2.007
H -3.978 -3.032 1.337
H -4.357 -2.147 2.791
H -3.288 -1.468 1.596
C -4.835 3.517 -1.568
C -5.135 2.175 -2.248
N -6.299 1.481 -1.748
C -6.357 1.169 -0.363
C -5.056 0.554 0.208
C -7.561 1.955 -2.303
C -7.856 1.463 -3.676
H -4.232 4.156 -2.214
H -4.336 3.329 -0.615
H -5.783 4.081 -1.457
H -5.254 2.434 -3.279
H -4.242 1.521 -2.311
H -6.646 2.035 0.295
H -7.220 0.469 -0.259
H -4.146 1.193 0.129
H -5.153 0.337 1.286
H -4.835 -0.385 -0.353
H -7.625 3.049 -2.295
H -8.316 1.581 -1.626
H -8.814 1.866 -3.968
H -7.804 0.411 -3.917
H -7.141 1.878 -4.389
C -0.930 2.113 -4.102
C -0.065 1.040 -3.368
N -0.735 0.419 -2.212
C -0.004 -0.743 -1.748
C -0.853 -1.530 -0.778
C -1.152 1.367 -1.214
C 0.007 1.866 -0.431
H -0.460 2.383 -5.039
H -1.095 3.020 -3.503
H -1.935 1.686 -4.364
H 0.110 0.276 -4.139
H 0.864 1.491 -3.082
H 0.241 -1.327 -2.653
H 1.018 -0.485 -1.391
H -0.417 -2.422 -0.415
H -1.105 -0.900 0.118
H -1.827 -1.781 -1.208
H -1.842 0.843 -0.519
H -1.677 2.185 -1.696
H 0.529 1.080 0.068
H -0.295 2.523 0.421
H 0.723 2.486 -0.997
C 2.706 -2.306 -5.642
C 3.782 -1.858 -4.738
N 3.490 -1.918 -3.337
C 3.497 -3.312 -2.903
C 2.793 -3.399 -1.564
C 4.427 -1.025 -2.599
C 3.940 0.381 -2.626
H 2.399 -3.372 -5.495
H 3.039 -2.113 -6.641
H 1.831 -1.697 -5.377
H 4.707 -2.321 -5.029
H 3.920 -0.804 -5.059
H 2.910 -3.950 -3.593
H 4.532 -3.702 -2.914
H 2.661 -4.428 -1.236
H 3.173 -2.788 -0.757
H 1.755 -3.075 -1.775
H 5.411 -1.029 -3.110
H 4.556 -1.436 -1.577
H 3.048 0.618 -2.045
H 3.659 0.629 -3.655
H 4.776 1.018 -2.312
C 0.889 -0.862 6.652
C 1.130 -1.366 5.191
N 2.254 -0.869 4.456
C 2.255 -1.364 3.116
C 1.114 -0.931 2.188
C 3.546 -1.107 5.131
C 4.556 -0.028 4.949
H 1.527 -1.337 7.406
H -0.154 -1.122 6.886
H 0.989 0.267 6.779
H 1.052 -2.499 5.173
H 0.253 -1.061 4.604
H 2.398 -2.438 3.091
H 3.130 -0.935 2.625
H 0.236 -1.444 2.514
H 1.397 -1.204 1.196
H 0.863 0.123 2.227
H 3.391 -1.293 6.185
H 3.903 -2.052 4.737
H 4.272 0.898 5.484
H 5.572 -0.295 5.280
H 4.691 0.238 3.887
*
```